Entry 1:
Entry from OMol25: a cluster of 5 separate species, C5H22NO4 in total at a distorted geometry (ωB97M-V/def2-TZVPD).

energy above the lowest of the compared OMol25 structures with the same formula, charge and spin = 3.751 eV
HOMO-LUMO gap = 11.77 eV
LUMO level = -2.735 eV
HOMO level = -14.50 eV
largest force on an atom = 6.74 eV/Å

Geometry as ORCA input:
```
! wB97M-V def2-TZVPD RIJCOSX def2/J DEFGRID3
* xyz 1 1
C -0.41891 1.42822 -1.21859
C 0.76141 1.13628 -0.29717
C 0.90857 2.03536 1.05384
C 0.73750 3.53294 0.69887
C -0.06286 1.50435 2.17531
N 0.83354 -0.42222 0.03648
H -1.19826 2.04446 -0.78931
H -0.82696 0.58128 -1.75857
H -0.12238 2.18423 -1.93740
H 1.65110 1.29552 -1.02921
H 1.87144 1.76589 1.27337
H 0.98993 4.18318 1.60753
H -0.09097 4.00254 0.43921
H 1.56532 3.59813 0.01065
H 0.02181 2.15084 3.02630
H 0.02902 0.53707 2.68943
H -1.08194 1.66663 1.94216
H 0.05924 -0.45646 0.75101
H 1.58620 -0.85506 0.48957
H 0.29844 -1.03224 -0.64952
H -3.67237 -2.25747 0.64110
H -3.83566 -1.72939 -0.76493
O -3.27289 -1.61897 -0.09444
H 3.21021 -3.22526 0.17035
H 1.66917 -3.30948 -0.02422
O 2.47666 -2.79670 -0.14278
H -1.33840 -2.47595 1.08249
H -1.47743 -2.00193 -0.38532
O -0.84557 -2.11218 0.32976
H -0.36392 -2.83938 -3.85449
H 0.12461 -3.67920 -2.61517
O -0.18565 -2.83501 -2.85633
*
```

Löwdin population analysis, charges in e, atoms 1 to 8: atom 1 (C): -0.05, atom 2 (C): -0.23, atom 3 (C): -0.30, atom 4 (C): -0.04, atom 5 (C): -0.05, atom 6 (N): 0.17, atom 7 (H): 0.08, atom 8 (H): 0.08

***

Entry 2:
Entry from OMol25: a cluster of 4 separate species, C43H68FIN3O8S in total at a distorted geometry (ωB97M-V/def2-TZVPD).

HOMO-LUMO gap (spin up / spin down) = 6.75 / 7.53 eV
LUMO level (spin up / spin down) = -1.684 / -1.684 eV
HOMO level (spin up / spin down) = -8.43 / -9.22 eV
⟨S²⟩ = 3.7622
largest force on an atom = 2.59 eV/Å

Geometry as ORCA input:
```
! wB97M-V def2-TZVPD RIJCOSX def2/J DEFGRID3
* xyz 0 4
C 1.75551 -0.98005 6.17749
C 0.80550 -0.11851 5.32376
C 0.91290 -0.25981 3.76290
I 2.53065 -1.50644 3.07185
C -0.43087 -0.68998 3.17162
C -1.07319 -1.88448 3.52636
C -0.48977 -2.89600 4.50895
C -0.94487 -2.68538 5.94006
O -0.39948 -3.17437 6.88558
F -2.05553 -1.93168 6.13966
C -2.29013 -2.23040 3.00783
C -2.92848 -1.40196 2.11193
C -2.30191 -0.25482 1.74465
C -1.06038 0.12605 2.24835
C -0.51166 1.42257 1.72370
O 0.65070 1.65560 1.48016
C -1.55222 2.48957 1.44218
C -2.73195 2.12169 0.99253
S -3.96985 3.40801 0.70924
C -5.54472 2.59170 0.85790
O -3.78097 4.07329 -0.54589
O -3.87173 4.31342 1.82460
C -3.01066 0.65594 0.76683
O -3.70550 0.23680 -0.13142
H 2.77371 -0.58699 6.20727
H 1.39765 -0.91197 7.21390
H 1.75262 -2.03968 5.93656
H -0.22007 -0.26288 5.67550
H 1.04707 0.92160 5.56836
H 1.13237 0.73490 3.39091
H -0.91985 -3.86392 4.22263
H 0.58788 -3.00728 4.42515
H -2.78476 -3.15191 3.29596
H -3.89872 -1.61202 1.67629
H -1.28731 3.52308 1.65250
H -6.37442 3.24512 0.59105
H -5.58139 1.71837 0.19942
H -5.64032 2.23304 1.88553
C -1.67834 -1.88679 -2.33129
C -0.53882 -0.83545 -2.39878
C -1.12995 0.57582 -2.47902
C -1.72690 0.91559 -3.84238
C -0.72098 0.63854 -4.95803
C -0.15118 -0.78153 -4.91147
N 0.35898 -1.13310 -3.55309
O 1.48906 -0.51903 -3.36793
C -1.23609 -1.78080 -5.35862
C 0.94612 -0.92032 -5.96619
C 0.19443 -0.97903 -1.06625
H -2.60961 -1.53305 -2.77363
H -1.39117 -2.81796 -2.82209
H -1.91408 -2.14972 -1.29912
H -0.35011 1.31192 -2.25254
H -1.89422 0.69626 -1.71046
H -2.64878 0.35092 -4.00875
H -2.01171 1.96953 -3.86181
H -1.19749 0.80989 -5.92623
H 0.09223 1.36795 -4.88722
H -0.88737 -2.80954 -5.24864
H -1.47664 -1.62800 -6.41146
H -2.17672 -1.67918 -4.82269
H 1.74225 -0.18784 -5.84018
H 0.52896 -0.76774 -6.96180
H 1.39189 -1.91677 -5.94054
H 0.63519 -1.97355 -0.96421
H -0.50023 -0.83656 -0.23903
H 0.98405 -0.23873 -0.93817
C 0.26719 6.07934 0.05676
C 1.80856 6.09124 0.22310
C 2.18029 5.80719 1.68180
C 1.91837 6.98353 2.62100
C 2.56898 8.25873 2.08845
C 2.17488 8.57273 0.64308
N 2.36031 7.39359 -0.25381
O 3.63144 7.24709 -0.48004
C 0.71194 9.05658 0.60773
C 2.98074 9.77393 0.14975
C 2.29795 4.92238 -0.63434
H -0.26003 6.31248 0.98271
H -0.06004 6.77718 -0.71342
H -0.09428 5.09947 -0.25773
H 3.24201 5.54724 1.74466
H 1.63186 4.92982 2.03459
H 0.84364 7.13212 2.75941
H 2.32109 6.75515 3.61035
H 2.29878 9.09957 2.73183
H 3.65634 8.15654 2.16398
H 0.37433 9.20143 -0.41971
H 0.62099 10.01531 1.11996
H 0.01410 8.38806 1.10582
H 4.05583 9.61533 0.22392
H 2.74721 10.65297 0.75093
H 2.74113 10.00739 -0.88931
H 2.05417 5.07717 -1.68720
H 1.81730 3.99900 -0.30883
H 3.37213 4.76249 -0.54949
C -0.19479 -8.56761 -0.64953
C -0.22565 -7.08209 -0.20520
C -1.15061 -6.27805 -1.12590
C -0.55895 -6.00776 -2.50763
C 0.83117 -5.38742 -2.38990
C 1.77754 -6.20232 -1.50369
N 1.16155 -6.53043 -0.18124
O 1.16535 -5.45558 0.54590
C 2.18809 -7.48952 -2.24487
C 3.08714 -5.43446 -1.32705
C -0.84272 -7.11067 1.19407
H -0.43400 -8.69958 -1.70451
H 0.77624 -9.02209 -0.45381
H -0.92243 -9.16193 -0.09699
H -1.38410 -5.31473 -0.65890
H -2.10351 -6.80217 -1.23437
H -0.51830 -6.92966 -3.09466
H -1.21536 -5.32900 -3.05753
H 1.26587 -5.27987 -3.38634
H 0.73051 -4.37157 -1.99239
H 2.79076 -8.13371 -1.60250
H 2.79168 -7.24291 -3.11899
H 1.34820 -8.06956 -2.61974
H 2.93606 -4.44002 -0.90870
H 3.57532 -5.30122 -2.29240
H 3.77602 -5.97752 -0.67704
H -0.21830 -7.67533 1.88901
H -1.82169 -7.58866 1.15629
H -0.99686 -6.11163 1.60233
*
```

Löwdin population analysis, charges in e, atoms 1 to 8: atom 1 (C): -0.17, atom 2 (C): -0.24, atom 3 (C): -0.61, atom 4 (I): 0.96, atom 5 (C): -0.16, atom 6 (C): -0.16, atom 7 (C): -0.04, atom 8 (C): -0.44

***

Entry 3:
Entry from OMol25: an isolated molecule of C4H13BrN2Si at a distorted geometry (ωB97M-V/def2-TZVPD).

SMILES string = CN(C)[SiH](Br)N(C)C
energy above the lowest of the compared OMol25 structures with the same formula, charge and spin = 0.192 eV
HOMO-LUMO gap = 9.20 eV
LUMO level = 0.787 eV
HOMO level = -8.41 eV
largest force on an atom = 4.03 eV/Å

Geometry as ORCA input:
```
! wB97M-V def2-TZVPD RIJCOSX def2/J DEFGRID3
* xyz 0 1
C -1.86812 0.03350 -0.68051
C -0.50289 1.78385 -1.71365
C 0.26810 -1.82874 1.50619
C 1.30183 0.38865 1.62951
N -0.54669 0.51278 -1.01976
N 1.01820 -0.83880 0.89219
Si 0.75003 -0.51858 -0.82854
Br 2.56317 0.38820 -1.62653
H -1.83812 -1.05031 -0.61804
H -1.95397 0.41809 0.33497
H -2.72842 0.36051 -1.32923
H 0.47939 1.96215 -2.11367
H -1.32973 1.91127 -2.52682
H -0.54354 2.64147 -0.99844
H 0.05553 -2.76240 1.01256
H 0.84930 -2.14160 2.28505
H -0.67558 -1.56784 1.94841
H 2.33716 0.43204 2.01831
H 1.12737 1.26824 0.85130
H 0.51830 0.58024 2.30381
H 0.71867 -1.97273 -1.32712
*
```

Löwdin population analysis, charges in e, atoms 1 to 8: atom 1 (C): -0.12, atom 2 (C): -0.17, atom 3 (C): -0.21, atom 4 (C): -0.14, atom 5 (N): -0.37, atom 6 (N): -0.35, atom 7 (Si): 0.05, atom 8 (Br): 0.44

***

Entry 4:
Entry from OMol25: a cluster of 2 separate species, C2H5O in total at a distorted geometry (ωB97M-V/def2-TZVPD).

energy above the lowest of the compared OMol25 structures with the same formula, charge and spin = 2.164 eV
HOMO-LUMO gap (spin up / spin down) = 6.40 / 6.39 eV
LUMO level (spin up / spin down) = -8.918 / -8.919 eV
HOMO level (spin up / spin down) = -15.31 / -15.31 eV
largest force on an atom = 4.54 eV/Å

Geometry as ORCA input:
```
! wB97M-V def2-TZVPD RIJCOSX def2/J DEFGRID3
* xyz 1 1
C -1.64000 0.73858 0.63074
C 0.89095 -1.34625 -0.25091
O -0.89309 0.73737 -0.27162
H -2.28044 1.59068 0.89276
H -1.62930 0.07752 1.50948
H 1.49729 -0.44388 -0.13010
H 1.12718 -2.11304 0.52817
H 0.12193 -1.64515 -1.01178
*
```

Löwdin charges, unit e, in atom order: atom 1 (C): -0.09, atom 2 (C): 0.52, atom 3 (O): 0.06, atom 4 (H): 0.11, atom 5 (H): 0.10, atom 6 (H): 0.09, atom 7 (H): 0.10, atom 8 (H): 0.11

***

Number 3 is which compound? C4H13BrN2Si

***

Number 2 is which compound? C43H68FIN3O8S

***

Which of these has the lowest largest force on an atom? C43H68FIN3O8S